1.
The following is a DFT calculation (wB97M-V/def2-TZVPD) of 2 unconnected molecules or ions with the total composition C3H7O3S at a distorted geometry.

Last column: natural (NBO) charge in e.
CARTESIAN COORDINATES (ANGSTROEM)
S: -2.225 -0.025 0.415  -0.123
H: -2.364 -0.159 1.684  0.113
O: -0.800 3.439 -0.109  -0.946
O: 2.337 -1.558 0.925  -0.742
H: 0.966 0.482 0.414  0.197
H: 0.732 0.202 -1.216  0.192
C: -0.693 -1.017 -0.154  -0.542
H: -0.268 2.788 -0.453  0.468
C: 1.861 -1.324 -0.140  0.781
O: 2.208 -1.789 -1.249  -0.809
H: -1.322 2.898 0.584  0.476
H: -0.601 -1.770 -1.040  0.268
H: -0.463 -1.905 0.638  0.234
C: 0.631 -0.262 -0.299  -0.566

Results
E_HOMO: -4.06 eV
total charge: -1
strongest force on any atom: 0.0898 Eh/bohr
HOMO-LUMO gap: 6.97 eV
relative energy (zero: lowest compared OMol25 entry of this formula, charge and spin): 1.647 eV
LUMO: 2.91 eV

2.
The following is a DFT calculation (wB97M-V/def2-TZVPD) of a gas-phase ion, C3H7O3S5 (charge -1) at a distorted geometry.

Last column: natural (NBO) charge in e.
CARTESIAN COORDINATES (ANGSTROEM)
H: 0.913 -0.030 1.574  0.258
H: 1.601 0.401 -1.473  0.265
H: -2.667 -1.273 1.330  0.221
C: -0.583 -0.631 0.292  -0.431
S: 1.788 2.169 0.083  -0.090
S: -1.742 0.847 0.217  2.387
H: 0.659 2.688 -0.553  0.173
S: -1.373 -1.889 1.291  -0.051
S: 1.742 -2.020 0.813  -0.017
O: -3.050 0.097 0.085  -1.015
S: -0.472 -1.196 -1.728  -0.257
H: 1.853 -2.497 -0.461  0.132
C: 1.743 0.442 -0.360  -0.547
H: -1.153 -0.007 -2.038  0.208
O: -1.328 1.580 -0.969  -1.012
H: 2.799 0.235 -0.174  0.225
C: 0.908 -0.483 0.614  -0.468
O: -1.638 1.566 1.458  -0.983

Results
E_HOMO: -5.29 eV
total charge: -1
strongest force on any atom: 0.0593 Eh/bohr
SMILES: O=S(=O)([O-])C(S)(S)[C@@H](S)CS
HOMO-LUMO gap: 8.08 eV
relative energy (zero: lowest compared OMol25 entry of this formula, charge and spin): 0.296 eV
LUMO: 2.79 eV

3.
The following is a DFT calculation (wB97M-V/def2-TZVPD) of a molecular structure, C3H7O4P at a distorted geometry.

Last column: natural (NBO) charge in e.
CARTESIAN COORDINATES (ANGSTROEM)
H: 0.763 0.490 2.867  0.205
H: 0.564 -1.860 -0.575  0.508
P: -1.183 0.914 -2.520  1.597
O: -2.534 0.196 -1.872  -1.062
C: 0.937 0.690 0.103  -0.135
H: -2.579 -0.568 -1.309  0.504
O: -0.320 1.122 -0.469  -0.743
H: 0.813 -1.170 2.939  0.208
C: 0.754 -0.537 0.933  0.281
C: 0.667 -0.374 2.255  -0.507
O: 0.496 -1.750 0.434  -0.677
H: 1.387 1.424 0.810  0.211
H: -0.967 1.186 0.226  0.500
O: -0.394 -0.184 -2.996  -1.107
H: 1.597 0.422 -0.825  0.217

Results
E_HOMO: -9.40 eV
strongest force on any atom: 0.0621 Eh/bohr
HOMO-LUMO gap: 9.96 eV
relative energy (zero: lowest compared OMol25 entry of this formula, charge and spin): 0.949 eV
LUMO: 0.56 eV

4.
The following is a DFT calculation (wB97M-V/def2-TZVPD) of a single C3H7O4P molecule at a distorted geometry.

Last column: natural (NBO) charge in e.
CARTESIAN COORDINATES (ANGSTROEM)
O: 0.806 -1.727 0.231  -0.719
O: -0.820 1.480 -0.548  -0.767
C: 1.764 0.423 -0.048  0.048
C: -0.939 0.341 0.206  0.332
H: 1.860 1.532 -0.157  0.209
O: -1.284 0.766 1.467  -0.735
C: 0.732 -0.398 0.180  0.171
H: -1.720 -1.258 -1.641  -0.017
P: -2.203 -1.049 -0.273  0.220
H: 3.314 -0.918 0.162  0.494
H: -0.276 1.598 -1.304  0.506
H: -1.761 1.613 1.408  0.490
O: 3.037 -0.040 -0.176  -0.714
H: -3.288 -0.152 -0.547  -0.018
H: 0.776 -2.211 1.039  0.500

Results
E_HOMO: -8.64 eV
strongest force on any atom: 0.0973 Eh/bohr
SMILES: O/C=C(\O)C(O)(O)P
HOMO-LUMO gap: 9.20 eV
relative energy (zero: lowest compared OMol25 entry of this formula, charge and spin): 3.593 eV
LUMO: 0.56 eV

5.
The following is a DFT calculation (wB97M-V/def2-TZVPD) of 2 unconnected molecules or ions with the total composition C3H7OP at a distorted geometry.

Last column: natural (NBO) charge in e.
CARTESIAN COORDINATES (ANGSTROEM)
H: -1.698 -0.998 -1.724  0.221
H: -0.464 0.122 0.075  -0.036
C: -2.449 -1.034 -0.857  -0.872
O: 3.209 0.612 0.144  -0.445
H: 0.581 2.312 0.729  0.259
C: 2.351 1.329 0.391  0.704
P: -1.914 0.466 0.168  0.264
H: -3.363 -0.912 -1.323  0.220
H: -2.297 -1.909 -0.269  0.223
H: -2.053 -0.490 1.263  -0.019
H: 2.163 3.365 0.644  0.277
C: 1.641 2.355 0.589  -0.796

Results
E_HOMO: -9.36 eV
strongest force on any atom: 0.0827 Eh/bohr
SMILES: C=C=O.CP
HOMO-LUMO gap: 9.92 eV
relative energy (zero: lowest compared OMol25 entry of this formula, charge and spin): 1.992 eV
LUMO: 0.56 eV

6.
The following is a DFT calculation (wB97M-V/def2-TZVPD) of a single C3H7OPS2 molecule at a distorted geometry.

Last column: natural (NBO) charge in e.
CARTESIAN COORDINATES (ANGSTROEM)
H: -2.143 0.285 2.524  0.262
C: -1.309 -0.281 2.240  -0.998
H: -0.524 -0.014 2.941  0.257
H: 1.542 1.646 -1.766  0.234
C: 0.923 0.907 -1.416  -0.528
H: -1.571 -1.299 2.568  0.260
C: 1.506 -0.443 -1.339  -0.524
S: 0.312 -1.595 -0.619  -0.068
H: 2.457 -0.429 -0.892  0.215
H: 0.126 0.813 -2.198  0.228
S: 0.266 1.479 0.169  -0.083
P: -1.034 -0.182 0.425  1.578
H: 1.759 -0.793 -2.341  0.236
O: -2.311 -0.093 -0.295  -1.067

Results
E_HOMO: -9.24 eV
strongest force on any atom: 0.0648 Eh/bohr
SMILES: CP1(=O)SCCS1
HOMO-LUMO gap: 9.78 eV
relative energy (zero: lowest compared OMol25 entry of this formula, charge and spin): 0.087 eV
LUMO: 0.55 eV

7.
The following is a DFT calculation (wB97M-V/def2-TZVPD) of 2 unconnected molecules or ions with the total composition C3H7OS at a distorted geometry.

Last column: natural (NBO) charge in e.
CARTESIAN COORDINATES (ANGSTROEM)
H: -1.449 0.707 0.686  0.163
H: 0.356 -0.393 0.981  0.481
S: 1.682 1.077 1.052  -0.600
H: 3.086 -0.100 -0.640  0.175
C: -1.532 -0.364 0.482  0.193
C: -2.704 -0.877 0.016  -0.629
H: -2.804 -1.965 -0.184  0.189
C: 2.464 0.807 -0.549  -0.754
H: -3.542 -0.151 -0.183  0.190
H: 1.789 0.653 -1.480  0.168
O: -0.426 -1.042 0.795  -0.751
H: 3.079 1.647 -0.978  0.175

Results
E_HOMO: -3.06 eV
total charge: -1
strongest force on any atom: 0.0572 Eh/bohr
HOMO-LUMO gap: 7.22 eV
relative energy (zero: lowest compared OMol25 entry of this formula, charge and spin): 0.838 eV
LUMO: 4.16 eV

8.
The following is a DFT calculation (wB97M-V/def2-TZVPD) of a gas-phase ion, C3H7OS2 (charge -1) at a distorted geometry.

Last column: natural (NBO) charge in e.
CARTESIAN COORDINATES (ANGSTROEM)
H: 1.342 -0.549 0.834  0.232
C: -0.298 1.252 0.573  -0.522
H: 0.633 -0.376 -1.529  0.359
H: -0.101 -0.496 1.878  0.196
H: -0.497 1.703 1.574  0.186
H: 0.009 -2.307 -0.304  0.161
S: 1.210 2.119 -0.097  -0.022
C: 0.230 -0.353 0.840  -0.459
S: 1.511 1.014 -1.846  -0.516
C: -0.499 -1.271 -0.099  -0.171
H: -1.226 1.489 -0.051  0.235
O: -0.665 -0.693 -1.591  -0.887
H: -1.649 -1.532 -0.181  0.209

Results
E_HOMO: -2.92 eV
total charge: -1
strongest force on any atom: 0.1242 Eh/bohr
SMILES: [O-]CCCSS
HOMO-LUMO gap: 6.55 eV
relative energy (zero: lowest compared OMol25 entry of this formula, charge and spin): 2.201 eV
LUMO: 3.63 eV

9.
The following is a DFT calculation (wB97M-V/def2-TZVPD) of a single C3H7P molecule at a distorted geometry.

Last column: natural (NBO) charge in e.
CARTESIAN COORDINATES (ANGSTROEM)
P: -0.057 0.939 -1.475  0.409
H: 1.715 0.517 0.334  0.242
C: -0.018 -0.561 -0.461  -0.459
C: -0.898 -0.330 0.982  -0.593
H: -0.539 0.484 1.537  0.205
H: -0.221 -1.492 -1.120  0.240
H: -0.745 -1.134 1.626  0.206
C: 1.290 0.054 -0.574  -0.649
H: -0.489 1.911 -0.443  -0.049
H: 1.898 -0.409 -1.296  0.232
H: -1.937 0.021 0.890  0.216

Results
E_HOMO: -9.29 eV
strongest force on any atom: 0.0856 Eh/bohr
SMILES: C[C@@H]1CP1
HOMO-LUMO gap: 10.51 eV
relative energy (zero: lowest compared OMol25 entry of this formula, charge and spin): 0.841 eV
LUMO: 1.23 eV